{
  "formula": "C6H10N2O",
  "method": "ωB97M-V with the def2-TZVPD basis set",
  "lumo_ha": [-0.0340, -0.0340],
  "multiplicity": 1,
  "relative_energy_ev": 3.935,
  "symbols": ["C", "C", "C", "C", "N", "N", "C", "C", "O", "H", "H", "H", "H", "H", "H", "H", "H", "H", "H"],
  "coordinates": [[-0.178, -2.026, 0.680], [-0.012, -0.533, 0.931], [-0.019, 0.798, -0.824], [1.107, 0.196, -0.249], [-0.186, 1.077, -2.116], [-1.655, 1.462, 0.982], [-1.127, 0.423, 0.124], [2.427, 0.217, -0.374], [0.187, -0.134, 2.132], [0.626, 1.153, -2.715], [-1.063, 1.490, -2.405], [-0.995, 1.532, 1.768], [-2.528, 1.139, 1.386], [-1.930, -0.082, -0.424], [-0.925, -2.425, 1.370], [0.772, -2.531, 0.871], [-0.486, -2.245, -0.346], [3.047, -0.451, 0.211], [2.938, 0.940, -1.003]],
  "forces_ev_per_a": [[0.320, 0.063, -0.201], [-0.737, 0.728, 0.043], [-0.446, -0.164, -1.125], [0.166, -1.030, 0.908], [0.120, 0.265, 0.771], [-0.019, 0.065, -0.217], [0.481, 0.107, 0.960], [-0.223, 0.307, -0.039], [0.274, -0.084, -0.870], [-0.242, 0.020, 0.007], [0.130, -0.228, -0.142], [-0.105, -0.186, -0.113], [0.094, 0.046, -0.074], [0.130, -0.040, 0.046], [0.029, 0.102, -0.013], [-0.083, -0.045, 0.038], [0.030, 0.029, -0.004], [-0.017, -0.165, -0.168], [0.099, 0.209, 0.192]],
  "lowdin_charge": [-0.032, -0.568, -0.199, -0.114, 0.214, 0.039, -0.247, 0.096, -0.102, 0.127, 0.130, 0.071, 0.072, 0.144, 0.081, 0.077, 0.074, 0.074, 0.062]
}

=====

{
  "formula": "C6H6N2O2",
  "method": "ωB97M-V with the def2-TZVPD basis set",
  "lumo_ha": -0.0279,
  "multiplicity": 1,
  "relative_energy_ev": 8.956,
  "symbols": ["C", "C", "C", "C", "C", "C", "H", "H", "H", "H", "H", "H", "N", "N", "O", "O"],
  "coordinates": [[-1.235, -0.594, -0.168], [-1.453, 0.866, 0.275], [-0.313, 1.644, 0.199], [1.084, 1.505, -0.067], [1.252, 0.079, -0.252], [0.225, -0.937, -0.026], [-2.279, -2.719, 0.372], [-2.920, -0.937, -1.113], [-2.376, 1.357, 0.889], [-0.765, 2.655, 0.228], [1.818, 2.226, -0.251], [0.490, -1.924, -0.039], [-2.377, -1.354, -0.183], [2.588, -0.437, -0.085], [2.653, -1.609, 0.493], [3.608, 0.179, -0.273]],
  "forces_ev_per_a": [[3.202, 3.184, 3.908], [0.688, -3.002, 0.020], [-0.645, 4.213, -0.481], [-3.933, -5.345, -0.832], [-1.182, 0.644, 2.048], [-3.276, 4.297, -2.535], [-0.404, 4.981, -3.057], [1.173, -2.742, 3.148], [1.950, -1.709, -2.337], [1.323, 0.197, 0.622], [0.743, 0.968, 0.077], [0.751, -2.315, -0.004], [-1.039, -2.702, -0.748], [1.737, -4.590, 2.977], [-0.273, 3.119, -2.023], [-0.815, 0.804, -0.784]],
  "lowdin_charge": [-0.344, -0.043, -0.156, 0.041, -0.145, 0.066, 0.295, 0.163, 0.159, 0.098, 0.093, 0.062, -0.041, -0.325, -0.012, 0.090]
}

=====

{
  "formula": "C2H6ClN3",
  "method": "ωB97M-V with the def2-TZVPD basis set",
  "charge": 2,
  "lumo_ha": -0.3114,
  "multiplicity": 1,
  "relative_energy_ev": 0.533,
  "symbols": ["C", "C", "N", "N", "N", "Cl", "H", "H", "H", "H", "H", "H"],
  "coordinates": [[2.346, 0.075, 0.377], [-2.195, -0.670, -0.015], [-3.093, -0.147, -0.667], [2.444, 1.318, 0.047], [-1.208, -0.951, 0.538], [3.066, -1.108, -0.475], [1.807, -0.340, 1.250], [-3.523, -0.589, -1.415], [-3.561, 0.681, -0.477], [2.004, 2.037, 0.568], [3.109, 1.526, -0.774], [-1.198, -1.833, 1.041]],
  "forces_ev_per_a": [[-0.437, 0.053, 0.898], [0.752, 0.743, 0.389], [-0.993, 0.173, -0.796], [1.808, -1.359, -1.841], [1.043, -1.625, 0.345], [0.680, -0.720, -0.758], [0.067, 1.096, -0.380], [-0.625, -1.503, -2.236], [-0.954, 2.154, 1.360], [-0.320, 0.940, 0.539], [-1.465, 0.097, 1.558], [0.444, -0.050, 0.921]],
  "lowdin_charge": [-0.582, -0.123, 0.332, 0.177, 0.323, 0.929, 0.117, 0.161, 0.163, 0.141, 0.201, 0.162]
}

=====

{
  "formula": "C11H24BrClFOPSi",
  "method": "ωB97M-V with the def2-TZVPD basis set",
  "smiles": "C=CCP(F)(Br)(CCO[Si](C)(C)C)C[C@H](C)Cl",
  "lumo_ha": 0.0076,
  "multiplicity": 1,
  "symbols": ["C", "C", "C", "P", "F", "Br", "C", "C", "O", "Si", "C", "C", "C", "C", "C", "C", "Cl", "H", "H", "H", "H", "H", "H", "H", "H", "H", "H", "H", "H", "H", "H", "H", "H", "H", "H", "H", "H", "H", "H", "H", "H"],
  "coordinates": [[4.930, -0.918, 0.553], [4.351, -1.361, -0.631], [3.203, -0.649, -1.421], [1.542, -0.579, -0.547], [1.157, 0.795, -1.549], [1.883, -2.531, 0.614], [-0.013, -1.386, -1.295], [-1.272, -0.404, -1.233], [-2.454, -1.198, -1.110], [-3.716, -0.385, -0.278], [-5.402, -1.225, -0.681], [-3.858, 1.445, -0.875], [-3.560, -0.401, 1.621], [1.460, 0.466, 1.025], [2.190, 1.861, 0.900], [3.273, 2.125, 2.035], [0.916, 3.193, 1.070], [5.286, 0.114, 0.762], [4.989, -1.666, 1.388], [4.773, -2.297, -1.082], [3.577, 0.378, -1.701], [3.039, -1.218, -2.379], [-0.219, -2.347, -0.775], [0.178, -1.592, -2.384], [-1.321, 0.186, -2.183], [-1.094, 0.309, -0.386], [-6.245, -0.659, -0.206], [-5.428, -2.304, -0.388], [-5.539, -1.159, -1.795], [-4.934, 1.751, -0.790], [-3.199, 2.102, -0.254], [-3.485, 1.468, -1.934], [-4.217, -1.209, 2.038], [-2.518, -0.540, 2.007], [-3.961, 0.584, 1.996], [1.897, -0.075, 1.900], [0.390, 0.684, 1.303], [2.726, 2.009, -0.072], [3.302, 3.230, 2.210], [4.266, 1.873, 1.565], [3.107, 1.528, 2.961]],
  "forces_ev_per_a": [[-0.644, -0.652, -0.980], [0.501, 0.608, 0.642], [2.221, 0.039, -0.423], [-0.792, 1.060, -1.162], [0.306, -0.566, 0.761], [0.273, -0.879, 0.747], [-0.528, 0.556, -0.384], [1.242, -0.428, -0.359], [-0.561, 1.178, 0.934], [-0.878, -0.031, -0.115], [0.457, 0.089, -0.650], [0.498, -0.681, 0.008], [-0.010, 0.097, 0.240], [0.219, 0.625, 0.296], [0.522, 0.108, 0.728], [0.120, 0.160, -1.303], [0.525, -0.598, -0.401], [-1.525, -0.469, 0.117], [1.375, 0.477, -1.193], [-1.547, 0.112, 1.125], [-0.934, -0.759, 0.289], [-0.089, 0.659, 0.880], [-0.009, 0.948, -0.439], [0.167, 0.125, 1.055], [0.123, -0.357, 0.892], [-0.540, -0.460, -0.557], [0.773, -0.559, -0.277], [-0.077, 0.873, -0.166], [-0.024, -0.162, 0.952], [1.061, -0.095, -0.207], [-0.624, -0.346, -0.534], [-0.593, 0.281, 0.831], [0.675, 0.629, -0.299], [-0.844, 0.145, -0.255], [0.449, -0.923, -0.264], [-0.314, 0.188, -1.018], [0.945, -0.497, -0.564], [-1.012, -0.061, 0.748], [-0.073, -1.066, 0.199], [-0.906, 0.008, 0.788], [0.067, 0.626, -0.680]],
  "lowdin_charge": [-0.044, -0.291, -0.301, 0.592, -0.336, 0.406, -0.275, -0.312, -0.239, 0.479, -0.188, -0.176, -0.178, -0.329, -0.697, -0.130, 0.539, 0.047, 0.067, 0.099, 0.098, 0.099, 0.023, 0.104, 0.120, 0.090, 0.038, 0.033, 0.035, 0.039, 0.034, 0.036, 0.033, 0.029, 0.041, 0.055, 0.071, 0.086, 0.062, 0.058, 0.082]
}

=====

Energy, record by record: -11408.152 -13385.670 -19144.819 -116292.925 eV